{"formula": "C22H18GaN2O8", "method": "the ωB97M-V functional and the def2-TZVPD basis", "e_tot_ev": -94848.4250, "lumo_energy_ev": 2.67, "charge": -1, "relative_energy_kcal_mol": 0.0, "homo_energy_ha": -0.200, "gap_ha": 0.29865, "species": ["C", "C", "C", "H", "O", "C", "C", "H", "C", "C", "C", "C", "C", "O", "H", "H", "C", "H", "H", "H", "H", "H", "H", "O", "H", "O", "H", "N", "C", "O", "N", "C", "H", "O", "H", "C", "H", "C", "C", "O", "H", "C", "H", "C", "Ga", "C", "O", "H", "C", "C", "C"], "positions_angstrom": [[-2.449843, -3.208191, 1.460338], [0.123951, -0.473000, -3.140915], [-2.333660, -1.836987, 1.684339], [-0.058763, -0.627256, -4.203087], [-0.714876, 0.625426, -1.277826], [0.788450, -1.748694, -2.627086], [-1.000298, -1.212405, 1.472863], [2.388946, 3.523735, 2.601307], [2.293784, 0.745434, -2.271172], [-4.768077, -3.147884, 2.040547], [-0.088636, 1.647719, -2.058336], [-1.175847, -0.169441, -2.376276], [2.438112, 1.488276, 1.947756], [2.760379, -0.820084, 1.304099], [-0.894538, 2.608826, -3.856203], [-1.849493, 2.872742, -2.392243], [5.197400, 1.704355, 2.171761], [-1.696917, -1.042459, -1.992022], [6.275655, 1.784146, 2.245392], [0.417934, 1.981272, 2.695869], [-1.559579, -3.733147, 1.139714], [1.085071, 1.358498, -3.874332], [-5.717198, -3.651758, 2.180145], [0.775780, -1.914412, -1.326732], [-5.548490, -1.213657, 2.574302], [1.189632, -2.583110, -3.408130], [-2.559717, 0.546844, 2.107810], [0.392222, 0.457110, 1.337127], [-1.246014, 2.145062, -2.934473], [2.352549, 0.351956, -1.033011], [-0.906534, 0.097968, 1.623042], [-4.685387, -1.787972, 2.264313], [-3.033527, 0.885192, -2.747496], [3.271876, 1.065636, -2.919713], [4.847366, 3.752887, 2.761156], [4.401430, 2.814860, 2.459193], [0.359178, 2.385506, -1.396530], [-2.030098, 0.828373, -3.167925], [3.033314, 2.685301, 2.358247], [-0.007906, -1.952915, 1.156384], [5.249504, -0.354794, 1.556577], [0.987587, 1.371299, 1.993981], [-3.719957, -4.933966, 1.451247], [-3.650815, -3.869899, 1.633396], [1.337719, -0.828668, 0.085354], [0.914044, 0.862684, -2.920328], [-3.480037, 0.212514, 2.309769], [-2.112761, 0.555100, -4.220068], [4.637045, 0.505743, 1.789804], [-3.476637, -1.110913, 2.086650], [3.246668, 0.357126, 1.651435]], "atomic_forces_ev_per_a": [[0.00, 0.03, 0.02], [0.04, 0.03, -0.03], [-0.07, 0.11, 0.08], [0.01, -0.02, 0.01], [0.03, -0.05, 0.10], [-0.08, 0.09, 0.11], [-0.04, 0.14, 0.02], [0.00, 0.01, 0.00], [0.00, -0.10, -0.01], [-0.02, -0.05, -0.01], [0.04, 0.03, 0.05], [-0.03, -0.01, 0.04], [-0.09, 0.11, 0.02], [0.29, -0.18, 0.08], [0.01, -0.01, 0.00], [0.01, 0.00, 0.00], [0.03, -0.03, -0.01], [0.00, -0.02, -0.02], [0.00, 0.00, 0.00], [-0.02, -0.01, -0.01], [-0.01, 0.01, 0.01], [-0.01, -0.02, 0.00], [0.00, 0.00, 0.00], [0.32, -0.23, 0.02], [0.00, 0.01, 0.00], [0.07, -0.05, -0.07], [-0.32, -0.18, 0.07], [-0.10, 0.06, -0.04], [0.00, 0.02, -0.01], [-0.15, 0.15, -0.06], [-0.26, 0.06, 0.18], [0.08, 0.02, -0.02], [0.00, 0.00, 0.00], [0.06, 0.08, -0.03], [0.00, 0.00, 0.00], [-0.04, 0.00, 0.00], [0.00, 0.01, 0.00], [0.01, 0.00, -0.01], [0.04, -0.01, 0.02], [-0.07, 0.07, -0.25], [0.01, 0.00, 0.00], [0.17, -0.11, 0.01], [0.00, -0.01, 0.00], [-0.02, 0.00, 0.00], [-0.52, 0.13, 0.03], [-0.01, -0.05, -0.05], [0.62, 0.31, -0.12], [0.01, 0.00, 0.00], [0.00, 0.01, 0.02], [0.11, -0.31, -0.10], [-0.08, -0.05, -0.09]], "mulliken_charge": [-0.650, 0.088, 0.263, 0.572, -0.356, -0.140, 0.800, 0.396, -0.040, -0.262, -0.006, -0.211, 0.655, -0.705, 0.404, 0.327, -0.467, 0.687, 0.357, 0.465, 0.478, 0.590, 0.350, -0.348, 0.419, -0.716, 0.615, 0.535, -1.074, -0.549, -0.876, -0.666, 0.313, -0.740, 0.386, -0.647, 0.611, -1.048, -0.726, -0.735, 0.410, -0.409, 0.395, -0.798, 0.861, -0.004, -0.699, 0.412, -0.575, 0.413, 0.646]}



{"formula": "C22H19AsN3S5Se2W", "method": "the ωB97M-V functional and the def2-TZVPD basis", "e_tot_ev": -275099.0147, "lumo_energy_ev": [-10.26, -10.26], "charge": 3, "homo_energy_ha": [-0.619, -0.619], "gap_ha": [0.24221, 0.24223], "species": ["C", "H", "C", "S", "C", "H", "C", "H", "S", "S", "N", "N", "H", "H", "H", "H", "C", "Se", "S", "C", "C", "C", "C", "H", "H", "H", "Se", "C", "S", "C", "C", "C", "H", "H", "W", "C", "H", "H", "C", "C", "N", "C", "C", "H", "H", "H", "C", "C", "C", "C", "As", "H", "H"], "positions_angstrom": [[-2.316002, -3.815486, 2.083530], [-1.159318, 1.497823, -0.065492], [1.679903, -1.642492, -4.498182], [-5.333590, -2.981790, -4.412455], [4.535686, 1.389018, 0.050342], [2.458895, 0.939197, 2.709177], [-3.402670, -1.776726, 2.635032], [-4.048892, -1.070988, 3.100401], [-2.371001, 0.520749, -2.094986], [-2.780504, -2.705039, -1.898712], [0.511915, -1.361209, -2.444515], [-0.691427, 0.569461, 0.009674], [-3.626239, -3.573181, 3.790277], [5.004470, 1.132689, 2.116248], [5.576250, 1.612844, -0.210683], [0.773616, 3.631510, 0.199388], [-1.144184, 4.984589, 2.640609], [1.250254, -2.340321, -0.000760], [-3.879288, 0.177568, -3.593583], [-3.182023, -3.117418, 2.909894], [2.443564, -2.809208, -2.566253], [2.908621, 0.931609, 1.701066], [-0.081845, 2.541877, 1.862011], [0.097535, -0.267057, -4.263020], [-3.171676, -0.284297, 1.107789], [1.524328, 0.801015, -1.410057], [-0.154691, -4.228548, 0.307083], [-2.828293, -1.244456, 1.443507], [0.359188, 0.890784, 1.300852], [1.948242, 0.885531, 0.655144], [1.399646, -2.215512, -1.906592], [3.620638, 1.206780, -0.971395], [-1.820952, 4.051515, 4.426822], [3.382707, -2.945622, -4.558753], [-1.161146, -0.995904, -1.180762], [-0.348243, 4.921956, 1.555394], [1.721535, -1.357232, -5.520936], [-1.979706, -4.793948, 2.380099], [-0.862741, 2.607018, 3.052380], [2.277400, 0.948276, -0.690608], [-1.983571, -1.924834, 0.675051], [0.181065, 3.708137, 1.069891], [-1.326152, 3.839432, 3.439765], [3.125154, -3.446336, -2.043141], [-0.885789, 1.709936, 3.733316], [3.918528, 1.248476, -2.010060], [0.678323, -1.039132, -3.747270], [-1.648546, -3.205139, 1.070486], [2.583211, -2.572620, -3.952090], [4.190622, 1.220811, 1.366106], [-4.178705, -1.896561, -3.229438], [-0.179008, 5.782818, 0.944046], [-1.605094, 5.859635, 2.934366]], "atomic_forces_ev_per_a": [[0.62, -0.45, 0.90], [0.14, -0.87, -0.56], [0.10, -0.46, 0.61], [-0.28, -0.10, 0.05], [0.95, 0.03, -1.22], [0.96, -0.34, -0.25], [0.81, 0.21, -2.44], [-0.48, -0.12, 0.93], [-0.63, 0.95, -0.81], [1.14, -0.51, 0.57], [-0.39, 0.33, -0.86], [0.16, 1.35, -0.17], [0.04, -0.11, -0.22], [-0.76, 0.60, -0.42], [-0.44, -0.11, 0.13], [0.54, 0.14, -0.85], [0.23, -2.47, 1.03], [-0.67, -0.29, 0.26], [0.25, 0.29, 0.28], [-0.57, 1.00, 0.47], [0.01, 0.04, -1.36], [-2.62, 0.61, -0.24], [-0.42, 0.97, -1.03], [-0.28, -0.37, 0.74], [0.25, 0.40, -0.12], [-0.61, 0.14, -0.99], [-0.48, 0.86, -0.15], [-0.93, -0.97, 1.42], [-1.45, -0.76, 1.40], [1.31, 0.46, 0.35], [0.19, -0.22, 0.71], [-0.64, -0.17, -0.53], [0.38, -0.83, -1.12], [0.26, -0.46, -0.07], [-0.11, -0.60, 1.64], [0.98, -0.83, -2.45], [0.25, 0.12, -0.71], [-0.18, -0.35, 0.01], [1.40, -1.24, 0.23], [1.09, 0.27, 1.43], [1.21, -0.75, -0.11], [-1.11, -1.19, 2.64], [-0.86, 1.20, 1.19], [0.25, -0.23, 0.29], [-0.31, 1.05, -0.86], [0.20, 0.14, 0.02], [0.54, -0.17, -0.66], [0.22, 0.91, -0.91], [-1.28, 1.43, 0.88], [1.83, -0.83, 1.45], [-0.28, -0.06, -0.96], [0.12, 0.53, -0.12], [-0.69, 1.84, 0.56]], "mulliken_charge": [-0.673, 0.356, -0.777, -0.041, -0.479, 0.480, -0.905, 0.494, -0.016, -0.168, -0.302, -0.252, 0.453, 0.419, 0.419, 0.514, -0.530, 0.121, -0.067, -0.435, -0.709, -0.673, 0.565, 0.477, 0.522, 0.957, 0.156, -0.128, 0.242, 0.233, 0.471, -0.737, 0.353, 0.503, 1.037, -0.692, 0.471, 0.414, -0.585, -0.114, 0.137, -0.207, -0.550, 0.570, 0.387, 0.486, 0.008, 0.376, -0.407, -0.683, 0.571, 0.413, 0.525]}